138
Properties=species:S:1:pos:R:3:forces:R:3 method="wB97M-V/def2-TZVPD" mol_weight_da=959.004 e_tot_ev=-95418.797 e_lumo_ev=-0.5880 fmax_ev_per_a=9.32 de_lowest_kcal_mol=192.52 homo_lumo_gap_ha=0.2835
C -0.513 1.724 -0.240 0.57 -1.79 0.15
C -0.783 0.419 0.588 1.30 1.45 0.02
C 0.435 -0.524 0.848 -1.27 0.60 -1.57
O 0.692 -1.199 -0.432 0.29 -0.19 2.47
C 1.432 -2.404 -0.294 -0.05 -0.59 -0.49
N -1.243 0.951 1.907 0.31 -1.19 -0.80
H -0.005 1.513 -1.181 -0.10 -0.04 -0.13
H 0.170 2.314 0.371 -0.24 0.44 -0.05
H -1.476 2.196 -0.434 0.16 0.27 0.09
H -1.548 -0.179 0.092 -0.15 -0.10 0.01
H 0.166 -1.226 1.637 0.00 -0.33 -0.15
H 1.287 0.051 1.210 0.30 0.06 -0.24
H 1.300 -2.967 -1.218 0.39 0.31 -0.36
H 1.101 -3.151 0.427 -0.66 0.46 0.67
H 2.491 -2.264 -0.079 0.18 0.41 -0.20
H -1.702 0.110 2.226 -0.23 0.04 0.96
H -2.027 1.527 1.636 -0.28 0.57 0.25
C -2.352 4.707 -7.242 -1.05 -0.09 0.25
C -1.627 3.563 -6.538 1.13 0.55 -0.62
C -2.447 3.071 -5.322 -0.82 -0.04 -1.47
O -2.365 3.870 -4.180 0.97 0.05 -0.15
C -1.095 3.762 -3.616 1.99 0.64 0.76
N -1.249 2.490 -7.508 -0.78 0.23 1.20
H -1.977 5.138 -8.170 0.75 -0.30 0.23
H -2.542 5.513 -6.533 0.14 0.09 0.04
H -3.347 4.354 -7.514 -0.26 -0.13 -0.03
H -0.672 3.962 -6.197 0.15 -0.02 0.20
H -2.226 2.043 -5.032 0.23 -0.25 -0.22
H -3.471 3.120 -5.692 -0.32 -0.24 0.57
H -1.094 3.908 -2.535 -0.46 0.25 0.08
H -0.357 4.463 -4.006 -0.29 0.75 -0.21
H -0.495 2.858 -3.720 -0.87 -1.00 -0.42
H -2.116 2.129 -7.880 -0.45 0.11 -0.63
H -1.034 1.729 -6.879 0.72 -0.53 0.00
C 1.430 -1.421 4.346 1.08 0.67 0.40
O 0.545 -2.075 3.918 -2.78 -2.45 -1.23
N 2.670 -1.484 3.990 4.58 -2.39 -3.90
N 1.397 -0.527 5.271 -2.26 3.59 3.76
H 2.822 -2.149 3.245 0.71 0.26 -0.06
H 3.409 -0.867 4.296 -0.34 -0.53 -0.06
H 2.019 0.251 5.101 -0.55 0.12 0.69
H 0.458 -0.406 5.622 -0.20 0.65 0.42
C -2.612 4.408 1.891 0.28 0.40 -0.38
O -3.204 3.912 0.965 -2.36 -1.70 -0.67
N -2.861 4.341 3.186 -2.09 -1.48 3.48
N -1.572 5.135 1.640 3.07 2.48 -0.99
H -2.608 5.023 3.887 0.52 0.13 -0.73
H -3.635 3.780 3.511 0.05 0.00 -0.46
H -0.863 5.297 2.341 0.05 0.30 -0.13
H -1.519 5.474 0.690 0.58 -0.17 0.29
C -4.218 -0.146 2.386 -0.44 0.66 0.04
O -5.038 0.037 1.580 -4.52 2.08 -3.81
N -3.368 -1.086 2.224 3.35 -5.28 -0.90
N -3.993 0.506 3.464 0.63 3.78 5.54
H -3.751 -1.690 1.512 0.57 -0.71 0.15
H -3.030 -1.516 3.073 0.30 -0.55 -0.44
H -3.327 0.140 4.130 0.02 0.30 -0.15
H -4.270 1.463 3.634 -0.38 -0.49 -0.30
C 4.111 -4.748 -1.938 -2.09 -4.43 -3.05
O 3.582 -5.470 -2.854 0.72 1.92 1.04
N 3.650 -4.630 -0.725 -1.63 0.71 1.69
N 5.310 -4.246 -1.981 3.74 2.25 -1.06
H 2.672 -4.801 -0.537 0.05 -0.22 0.20
H 4.227 -3.956 -0.243 -1.09 -0.30 1.26
H 5.973 -4.279 -2.742 -0.67 -0.21 -0.04
H 5.496 -3.589 -1.237 0.75 -0.13 -0.28
C 2.964 2.745 -0.405 -0.25 -0.44 2.30
O 2.936 3.545 0.533 0.70 0.30 0.67
N 2.663 3.120 -1.609 -0.16 1.31 -2.42
N 3.210 1.432 -0.269 0.77 -1.43 -0.22
H 2.629 2.463 -2.376 -0.29 0.18 -0.17
H 2.618 4.125 -1.704 -0.19 -0.32 -0.49
H 3.222 0.900 -1.128 -0.38 -0.33 0.21
H 3.342 0.930 0.597 -0.28 0.61 -0.20
C -1.590 0.706 6.248 -0.09 -3.45 0.81
O -1.369 -0.495 6.075 -0.20 0.07 -0.37
N -2.231 1.243 7.225 -3.93 0.87 5.93
N -1.226 1.699 5.549 3.36 3.28 -5.60
H -2.815 0.755 7.889 0.41 -0.25 -0.22
H -2.304 2.249 7.263 -0.28 -0.55 0.34
H -1.394 2.641 5.873 0.49 -0.25 -0.87
H -0.690 1.508 4.715 -0.03 0.54 -0.17
C -4.869 3.328 -2.226 1.02 -0.40 -4.95
O -5.264 3.267 -3.423 0.67 0.56 1.52
N -3.646 3.574 -1.791 3.33 1.31 -1.13
N -5.550 2.948 -1.232 -5.19 -1.64 4.60
H -2.967 3.732 -2.521 -0.45 0.18 0.44
H -3.443 3.773 -0.822 0.03 -0.06 -0.23
H -6.525 2.711 -1.347 0.28 0.05 0.11
H -5.141 2.953 -0.308 -0.38 -0.17 -0.12
C 5.461 -1.963 1.311 0.24 -0.31 3.07
O 5.369 -2.998 0.761 0.10 -4.25 -2.42
N 5.749 -1.868 2.610 0.60 -0.15 2.00
N 5.163 -0.839 0.795 -1.03 5.26 -2.91
H 5.816 -2.741 3.114 0.30 0.46 0.18
H 5.966 -0.958 2.990 0.10 -0.66 0.43
H 5.266 0.015 1.325 0.00 -0.09 -0.44
H 5.045 -0.764 -0.205 0.03 0.06 0.21
C 0.939 -0.036 -3.575 -1.37 -2.70 -0.69
O 1.719 0.587 -2.908 1.95 2.10 1.91
N 0.221 -1.066 -3.113 -0.13 -0.18 1.38
N 0.767 0.181 -4.854 0.23 1.58 -2.82
H -0.192 -1.800 -3.670 0.12 0.23 -0.04
H 0.396 -1.127 -2.120 -0.59 -0.74 0.14
H 0.135 -0.350 -5.436 0.25 0.22 0.10
H 1.312 0.965 -5.182 -0.32 -0.32 -0.62
C 0.977 -3.995 -4.732 1.02 1.12 -1.04
O 0.060 -3.617 -5.370 -3.48 2.92 -3.84
N 2.254 -3.782 -4.890 2.32 1.89 -3.03
N 0.801 -4.643 -3.690 -1.55 -5.11 7.64
H 2.362 -3.248 -5.740 1.35 -0.21 0.19
H 2.926 -4.172 -4.244 0.49 0.13 -0.41
H 1.611 -5.155 -3.373 -0.35 -0.26 1.13
H -0.091 -4.658 -3.217 0.32 -0.42 -0.40
C -2.150 -4.480 2.930 1.31 1.96 -2.03
O -2.718 -5.192 2.183 -2.60 -2.88 -2.87
N -1.535 -3.370 2.559 0.74 2.26 -1.02
N -1.982 -4.719 4.171 -0.13 -2.05 6.24
H -1.555 -3.120 1.580 0.24 0.01 0.37
H -0.969 -2.899 3.249 0.33 0.35 -0.69
H -1.605 -4.070 4.848 -0.06 -0.09 -0.30
H -2.518 -5.498 4.525 0.24 0.16 0.14
C 0.236 -6.876 -0.099 0.68 0.27 -0.12
O 1.138 -6.040 -0.128 -0.61 0.39 -0.21
N -0.963 -6.841 -0.647 -2.19 2.24 -2.32
N 0.357 -8.044 0.488 1.66 -1.68 1.77
H -1.159 -6.059 -1.256 -0.36 -0.25 0.26
H -1.682 -7.531 -0.481 0.27 0.47 -0.03
H 1.249 -8.114 0.957 -0.41 -1.02 0.16
H -0.367 -8.733 0.350 0.89 -0.20 0.55
C 1.386 4.635 3.405 0.44 -0.63 0.11
O 0.512 5.057 4.109 -2.88 1.15 1.99
N 2.568 5.179 3.349 2.62 2.54 0.57
N 1.337 3.559 2.690 -1.39 -3.13 -1.22
H 2.649 5.906 4.046 0.82 0.22 -0.67
H 3.251 4.875 2.670 0.14 0.45 0.43
H 0.605 2.897 2.905 0.01 -0.02 -0.76
H 2.111 3.404 2.060 -0.35 -0.78 -0.43

---

111
Properties=species:S:1:pos:R:3:forces:R:3 method="wB97M-V/def2-TZVPD" mol_weight_da=582.807 e_tot_ev=-55737.988 e_lumo_ev=0.2634 fmax_ev_per_a=3.30 de_lowest_kcal_mol=8.94 homo_lumo_gap_ha=0.3480
C -5.314 1.209 0.174 -0.21 -0.28 -0.22
C -4.500 1.470 -1.121 -2.10 2.47 0.61
C -3.016 1.572 -0.792 0.44 -0.33 -1.07
O -4.891 0.516 -2.109 2.33 -1.19 1.45
H -5.017 0.236 0.533 0.70 -0.36 0.56
H -6.379 0.977 -0.009 0.25 0.93 -0.24
H -5.165 1.971 0.970 -0.15 -0.47 -0.56
H -4.850 2.517 -1.506 0.66 -1.77 0.34
H -2.705 2.565 -0.558 -0.23 0.95 0.55
H -2.445 1.398 -1.700 0.12 -0.42 -0.31
H -2.611 0.930 -0.014 -0.38 -0.34 0.10
H -4.315 -0.258 -1.779 -1.26 0.75 -1.15
C -0.196 3.405 -3.168 1.38 0.57 0.70
C 1.091 3.451 -3.952 -0.87 -0.68 -0.31
C 1.152 4.730 -4.776 1.89 -0.31 0.70
O 2.202 3.294 -3.073 0.64 0.99 0.02
H -0.995 3.315 -3.860 -1.04 0.02 -0.37
H -0.244 4.300 -2.544 -0.41 0.00 -0.06
H -0.129 2.557 -2.522 -0.36 -0.67 0.49
H 1.078 2.518 -4.538 0.19 0.58 -0.52
H 2.126 4.734 -5.297 -0.40 0.24 -0.11
H 1.122 5.613 -4.118 -0.07 -0.30 -0.11
H 0.367 4.804 -5.487 -0.70 -0.05 -0.63
H 2.833 3.998 -3.292 -0.15 -0.38 0.26
C -0.161 0.059 -5.505 0.74 -0.10 1.14
C -1.284 -0.783 -4.982 -0.16 -1.06 -1.08
C -2.576 -0.439 -5.728 -1.29 -1.17 0.27
O -1.062 -2.209 -5.224 0.09 0.15 -0.31
H -0.462 1.066 -5.237 0.28 0.44 -0.23
H -0.007 -0.036 -6.568 -0.04 -0.02 -0.39
H 0.773 -0.180 -4.953 -0.34 0.21 -0.40
H -1.282 -0.726 -3.908 -0.69 0.64 0.56
H -3.064 0.524 -5.521 0.84 0.06 -0.20
H -3.392 -1.128 -5.450 0.41 -0.07 0.28
H -2.477 -0.670 -6.808 0.32 0.64 0.48
H -0.134 -2.425 -5.045 -0.24 0.13 -0.03
C -1.804 -0.279 5.161 2.07 -0.77 1.33
C -2.422 -0.414 3.844 -1.56 -0.62 -0.17
C -3.824 -1.090 3.869 0.61 -0.24 -0.49
O -2.471 0.858 3.245 0.24 -0.05 -1.37
H -0.770 0.118 5.081 -0.55 -0.25 0.03
H -1.748 -1.205 5.743 0.13 -0.17 -0.39
H -2.353 0.355 5.804 -0.85 1.10 0.60
H -1.817 -1.008 3.191 0.59 -0.42 -0.37
H -3.991 -1.449 2.861 -0.32 -0.01 -0.29
H -4.637 -0.408 4.097 0.03 0.20 0.28
H -3.882 -1.984 4.505 0.19 0.39 0.09
H -2.830 1.443 3.889 -0.50 0.85 0.68
C 4.115 -0.908 5.171 -1.63 -0.24 2.25
C 2.617 -0.758 5.731 2.65 -0.42 0.95
C 2.348 0.711 5.819 -0.41 1.09 0.14
O 1.665 -1.336 4.968 -1.91 0.07 -1.54
H 4.294 -1.891 4.782 0.05 -0.64 -0.16
H 4.705 -0.775 6.098 0.29 0.10 -0.82
H 4.326 -0.187 4.418 0.23 0.70 -0.52
H 2.629 -1.204 6.756 0.01 0.19 -0.42
H 2.369 1.091 4.790 -0.15 0.08 0.20
H 3.159 1.212 6.356 -0.06 -0.06 0.02
H 1.393 1.019 6.307 0.55 -0.51 -0.39
H 1.734 -2.271 4.758 0.27 -0.45 0.28
C 0.656 4.327 3.328 0.99 0.42 0.21
C 1.297 3.091 2.728 -0.19 -0.45 -0.67
C 0.516 2.476 1.525 1.38 -0.07 0.10
O 2.643 3.442 2.243 -0.99 0.03 0.84
H 0.489 5.153 2.635 0.23 -0.08 -0.23
H 1.280 4.689 4.185 -0.48 -0.19 -0.60
H -0.295 4.061 3.711 -1.01 -0.26 0.55
H 1.335 2.365 3.567 0.41 0.15 -0.65
H -0.501 2.184 1.800 0.12 0.22 -0.09
H 1.040 1.571 1.108 -0.39 0.73 0.66
H 0.576 3.220 0.717 -0.50 -0.14 0.15
H 2.846 4.273 2.701 0.29 -0.44 -0.34
C 1.974 -2.517 0.693 -2.08 0.53 -0.73
C 0.549 -1.972 0.319 1.44 0.17 1.67
C 0.639 -1.001 -0.806 0.82 0.12 -0.67
O -0.256 -3.072 0.011 -1.22 -0.45 0.27
H 2.339 -3.067 -0.137 0.50 -0.39 -1.18
H 1.813 -3.264 1.434 0.29 -0.19 1.20
H 2.642 -1.714 0.901 0.60 0.39 0.67
H 0.131 -1.503 1.244 0.10 -0.31 -0.70
H -0.274 -0.445 -1.040 0.15 -0.21 -0.05
H 1.049 -1.550 -1.664 -0.63 -0.02 -0.31
H 1.480 -0.342 -0.620 -0.14 0.70 0.29
H 0.076 -3.496 -0.785 0.15 -0.28 -0.65
O -3.047 -1.653 -1.201 0.26 0.13 0.27
H -2.797 -2.242 -1.948 -0.05 -0.06 0.44
H -2.414 -1.795 -0.471 -0.34 -0.10 -0.74
O -0.695 -4.651 2.213 -0.87 0.06 -0.59
H -1.675 -4.727 2.204 1.00 0.04 0.16
H -0.493 -4.238 1.334 -0.11 0.02 0.60
O 2.291 -3.711 -4.098 -1.02 -0.12 0.02
H 2.407 -2.760 -3.923 0.76 -0.04 -0.03
H 3.132 -4.162 -4.140 0.35 0.32 0.03
O 0.449 -4.651 -2.288 -1.61 0.97 0.71
H 0.616 -5.500 -1.912 0.51 -0.85 0.06
H 1.121 -4.369 -2.906 0.97 -0.11 -0.69
O -2.575 -3.585 -3.151 -0.33 1.00 -1.61
H -1.866 -4.091 -2.783 0.91 -0.61 0.33
H -2.225 -3.272 -4.038 -0.30 -0.32 1.24
O 3.679 1.051 -1.924 0.60 -0.03 0.84
H 4.004 1.309 -1.021 -0.51 -0.34 -0.74
H 3.248 1.834 -2.281 -0.30 0.18 -0.10
O 1.171 -4.103 4.333 0.05 0.03 -0.29
H 0.454 -4.209 3.678 -0.11 0.07 0.11
H 1.891 -4.594 3.925 0.10 -0.07 0.12
O 4.072 1.515 0.816 1.81 -1.33 0.22
H 4.835 1.214 1.377 -1.23 0.51 -0.84
H 3.585 2.144 1.340 -0.47 0.83 0.61
O 3.087 -1.057 -3.649 0.14 0.02 -0.48
H 3.617 -0.517 -4.259 -0.29 -0.33 0.29
H 3.206 -0.605 -2.800 0.04 0.37 0.19